[1]
Formula: C7H9N2
Source: OMol25
Level of theory: the ωB97M-V functional and the def2-TZVPD basis

Output
LUMO ... -4.2144 eV
Gap between HOMO and LUMO ... 9.53 eV
Total charge ... +1

Geometry as XYZ:
```
18
Properties=species:S:1:pos:R:3:lowdin_charge:R:1
C 0.67525 0.80420 0.06805 -0.24
H -0.98970 -2.81658 1.24543 0.11
C -0.89484 1.35067 -2.06230 -0.03
H 1.42389 2.88078 -0.08611 0.15
H -0.24568 -1.48173 2.01936 0.08
H 0.71788 -2.51198 1.13632 0.11
H -0.35979 3.40347 -1.82503 0.14
C -0.06965 2.37611 -1.53775 -0.01
C 2.46997 0.01595 1.84366 0.17
C -0.93039 0.10478 -1.51599 -0.04
H 3.32139 -0.45390 2.34306 0.07
N -0.24956 -2.05592 1.16396 0.05
H -0.24662 -1.09151 0.09368 0.08
H -1.32997 1.52159 -3.09112 0.14
C 1.65619 0.36695 1.03860 -0.06
C 0.66934 2.14101 -0.40360 0.03
N -0.10934 -0.09351 -0.47693 0.07
H -1.52896 -0.84338 -1.84211 0.18
```



[2]
Formula: C7H9N2O
Source: OMol25
Level of theory: the ωB97M-V functional and the def2-TZVPD basis

Output
LUMO ... -4.5802 eV
Gap between HOMO and LUMO ... 8.13 eV
SMILES ... C=NC(=[NH2+])c1occc1C
Total charge ... +1

Geometry as XYZ:
```
19
Properties=species:S:1:pos:R:3:lowdin_charge:R:1
H 0.23748 1.44276 -1.03268 0.07
H -3.63575 -1.91880 0.28542 0.14
H 0.81891 -3.25170 -0.83204 0.10
H -1.24926 2.35083 -1.18680 0.08
H -3.37933 0.89263 0.04294 0.14
C -0.73820 -0.83994 0.02798 -0.15
C -2.76715 -1.25493 0.19007 -0.03
N 1.90703 -0.54961 0.44200 0.11
C 2.67612 0.39358 0.59879 0.11
H -0.30628 2.43559 0.32999 0.10
H 2.71771 0.81934 1.57838 0.10
C 1.07380 -1.38385 0.01398 -0.09
H 2.24242 -3.00669 -0.42470 0.11
C -0.68911 1.75251 -0.48287 -0.01
O -1.52722 -1.83077 0.21530 0.07
C -2.60015 0.11651 0.02587 0.00
H 3.25690 1.01347 -0.19992 0.16
N 1.34280 -2.67427 -0.27766 0.22
C -1.21595 0.37102 -0.09881 -0.24
```



[3]
Formula: C7H9N2O
Source: OMol25
Level of theory: the ωB97M-V functional and the def2-TZVPD basis

Output
Expectation value of S² ... 2.0215
LUMO (spin up / spin down) ... -3.0190 / -7.9532 eV
Gap between HOMO and LUMO (spin up / spin down) ... 9.37 / 6.92 eV
Spin multiplicity ... 3
Total charge ... +1

Geometry as XYZ:
```
19
Properties=species:S:1:pos:R:3:lowdin_charge:R:1
O -0.33126 -2.15182 1.30462 0.17
H -0.93704 0.35708 2.20550 0.08
C -0.34231 -0.74795 -0.57153 -0.16
H -1.93173 -1.93462 -1.56320 0.23
C 0.07431 0.54723 2.45651 -0.01
C -0.90032 -0.52365 -2.63507 0.01
H 2.02437 1.14785 -0.02092 0.11
C 1.01757 0.95522 0.18500 -0.03
N -0.09001 -1.14566 0.69262 -0.17
C 0.79970 -0.15115 1.29448 -0.23
H 0.02816 1.45287 -2.91011 0.12
H 1.80732 -0.61020 1.51813 0.18
H 0.67621 2.02199 0.45645 0.16
H 0.18756 1.63540 2.42515 0.08
H 0.36325 0.18202 3.45569 0.10
C -0.12430 0.56556 -2.37125 0.07
H -1.59668 -0.64081 -3.38403 0.12
C 0.31195 0.39430 -1.01400 -0.04
N -1.03675 -1.35366 -1.52405 0.19
```



[4]
Formula: C7H9N2S
Source: OMol25
Level of theory: the ωB97M-V functional and the def2-TZVPD basis

Output
Expectation value of S² ... 2.0262
LUMO (spin up / spin down) ... -4.2819 / -5.3395 eV
Gap between HOMO and LUMO (spin up / spin down) ... 6.44 / 7.40 eV
Spin multiplicity ... 3
Total charge ... +1

Geometry as XYZ:
```
19
Properties=species:S:1:pos:R:3:lowdin_charge:R:1
C -2.32926 0.21003 -0.20610 -0.58
C 1.37775 0.82886 0.01417 -0.11
C -0.01589 0.59243 0.51555 -0.06
H 2.44862 -2.40909 -0.47369 0.09
H 3.01436 -0.18483 -0.92167 0.16
N -1.10437 0.90672 -0.16014 0.03
H -4.27094 0.12127 0.02182 0.10
C 1.95317 -0.49868 -0.50812 -0.06
C 1.68892 -1.76018 -0.24264 -0.10
H -1.10018 1.57254 -0.96491 0.19
H 1.97100 0.96027 0.80780 0.08
N -3.52936 0.77643 -0.04456 0.15
S -2.22829 -1.50848 0.04092 1.06
H 0.90787 -3.15574 1.10118 0.15
H -0.28277 0.00703 1.50164 0.19
H -3.54066 1.69646 -0.47448 0.14
H 1.36503 1.55507 -0.78928 0.13
C 0.51430 -2.39395 0.37362 -0.14
C -0.73911 -2.10344 0.18185 -0.41
```



[5]
Formula: C7H9N3
Source: OMol25
Level of theory: the ωB97M-V functional and the def2-TZVPD basis

Output
LUMO (spin up / spin down) ... -0.2081 / -0.2137 eV
Gap between HOMO and LUMO (spin up / spin down) ... 8.28 / 8.27 eV
Total charge ... 0

Geometry as XYZ:
```
19
Properties=species:S:1:pos:R:3:lowdin_charge:R:1
C -1.77377 -0.44488 1.30714 -0.03
C -1.49434 -0.36592 -1.20186 -0.07
H -0.68647 -0.53344 -1.89595 0.08
H 2.98534 -2.14303 -0.20595 0.10
H -2.68697 -0.85822 0.91672 0.07
H -2.08593 0.24688 2.09528 0.09
C 2.45782 -1.21007 -0.15464 -0.16
N 0.50486 -0.27081 0.20452 -0.08
N 1.15217 -1.46978 -0.01825 0.07
H -1.98314 0.51145 -1.69101 0.10
H -1.18120 -1.17307 1.81596 0.08
N 1.03201 2.05316 0.07946 0.05
H -2.21797 -1.21645 -1.15437 0.10
C 2.69118 0.14580 -0.07269 -0.02
H 3.60360 0.67360 -0.23389 0.09
C -0.23863 2.21946 0.03031 0.10
C -0.92658 -0.11054 0.11063 -0.27
H -0.58014 3.19541 -0.00541 0.03
C 1.42817 0.75044 0.07399 -0.32
```



[6]
Formula: C7H9N3
Source: OMol25
Level of theory: the ωB97M-V functional and the def2-TZVPD basis

Output
LUMO ... -0.1336 eV
Gap between HOMO and LUMO ... 8.70 eV
SMILES ... C=C1C[C@H]1C.N=C=C1N=N1
Total charge ... 0

Geometry as XYZ:
```
19
Properties=species:S:1:pos:R:3:lowdin_charge:R:1
C 0.30219 1.26943 1.29612 -0.30
C -0.07626 1.62585 -1.23366 0.04
H 2.34231 0.37435 1.75593 0.11
H 0.67186 1.97943 2.05249 0.13
C 0.12251 -2.22702 -1.58750 -0.16
C -1.15854 0.84296 1.13014 -0.08
H 0.97825 1.97223 -1.57036 0.10
C 1.20354 0.01739 1.56856 -0.09
C -0.88692 -1.40667 -1.62694 -0.31
H 2.09499 -2.01908 -1.37548 0.08
H 0.93965 -0.62494 2.50828 0.09
N -2.24658 -1.32311 -2.17191 0.17
C -0.38052 1.42359 0.03329 -0.31
H -1.34602 -0.22803 1.24954 0.09
N -2.10266 -1.34266 -0.94007 0.12
N 1.27041 -2.62746 -1.42111 0.12
H -1.88303 1.42576 1.61494 0.08
H -0.87901 1.53398 -1.93705 0.04
H 1.03383 -0.66599 0.65478 0.06
```



[7]
Formula: C7H9N3O2
Source: OMol25
Level of theory: the ωB97M-V functional and the def2-TZVPD basis

Output
LUMO ... 0.4983 eV
Gap between HOMO and LUMO ... 8.96 eV
SMILES ... CN(C)c1ncc(C(=O)O)cn1
Total charge ... 0

Geometry as XYZ:
```
21
Properties=species:S:1:pos:R:3:lowdin_charge:R:1
H 1.95711 1.90881 0.19872 0.06
N -0.02195 1.17686 -0.06131 0.11
C 0.64550 0.01570 -0.10607 -0.35
C -1.32712 1.31003 0.02730 -0.05
C -3.52443 -0.25259 0.01004 -0.45
C 2.64846 1.13409 -0.00687 -0.09
C -1.33333 -1.16751 0.11416 -0.05
O -4.28842 0.92519 -0.08304 0.03
N -0.05023 -1.13529 -0.06271 0.13
H 3.46796 1.22376 0.73546 0.10
H 2.51367 -2.08064 -0.84918 0.10
C -2.05136 0.10182 0.12527 -0.08
N 1.99092 -0.09913 -0.07334 -0.17
H -5.25841 0.81598 -0.27236 0.13
H -1.80042 -2.07266 0.46111 0.12
H 2.68638 -1.72259 1.01020 0.11
H 3.06599 1.32070 -1.00349 0.10
O -4.07112 -1.32996 -0.12077 0.08
C 2.77556 -1.34765 -0.04548 -0.02
H 3.78146 -1.00041 -0.24018 0.07
H -1.80624 2.27550 0.24256 0.13
```



[8]
Formula: C7H9N3O3S
Source: OMol25
Level of theory: the ωB97M-V functional and the def2-TZVPD basis

Output
LUMO ... -1.3799 eV
Gap between HOMO and LUMO ... 8.07 eV
SMILES ... CC1(C)[C@H](N=O)n2ccnc2S1(=O)=O
Total charge ... 0

Geometry as XYZ:
```
23
Properties=species:S:1:pos:R:3:lowdin_charge:R:1
H 3.19937 -2.97880 0.28267 0.06
H 0.77055 -3.23665 -0.44492 0.11
C -1.64233 1.87699 -0.64239 -0.01
H -0.24662 1.40563 2.11010 0.12
H -1.45756 2.73326 -0.04816 0.08
O -2.50587 -1.76106 -1.01837 0.06
C -0.88891 0.64696 1.48579 -0.06
H -0.64227 -0.41422 1.79884 0.10
N -1.73686 -1.40837 -0.14458 0.06
N 2.93505 -0.83537 0.17696 0.11
H -0.52576 -0.44926 -1.66772 0.15
O 1.44150 2.35569 0.80147 -0.28
C 2.58599 -2.17780 0.30302 -0.11
H -1.54579 1.96677 -1.65320 0.06
O 1.35423 1.81461 -1.65425 -0.30
N 0.68148 -1.08042 -0.21588 -0.04
C 1.26858 -2.35637 -0.09535 -0.03
C -0.65482 0.87343 -0.03023 -0.50
C -0.60018 -0.55645 -0.62308 -0.26
C 1.72496 -0.23455 0.00448 -0.30
S 1.06833 1.49414 -0.24981 0.77
H -2.62925 1.57138 -0.21626 0.11
H -1.95382 0.75047 1.74087 0.09
```



[9]
Formula: C7H9N3O3S2
Source: OMol25
Level of theory: the ωB97M-V functional and the def2-TZVPD basis

Output
LUMO (spin up / spin down) ... -0.0274 / -0.0281 eV
Gap between HOMO and LUMO (spin up / spin down) ... 6.41 / 6.41 eV
Total charge ... 0

Geometry as XYZ:
```
24
Properties=species:S:1:pos:R:3:lowdin_charge:R:1
H 0.30587 3.49285 1.32056 0.04
C 1.26061 -0.14867 -0.09050 -0.46
C 0.19815 -0.96447 0.41683 -0.22
C 2.39790 -0.75787 -0.43088 -0.12
H 3.39366 -2.47060 -0.70724 0.13
H -0.88082 3.77707 0.24747 0.09
H -2.39937 1.12907 0.68964 0.11
C -0.65810 3.07546 1.11703 -0.12
S -1.97394 0.53394 -1.71325 0.52
S 0.90985 1.53139 -0.39141 1.03
N 2.54872 -2.07952 -0.43096 0.05
H 3.22354 -0.07114 -0.82730 0.16
H -1.60772 -1.25230 0.99872 0.11
N -0.34177 1.64926 0.78961 -0.46
O -1.72305 1.92408 -1.97388 -0.35
N -1.01591 -0.55921 0.78446 0.08
H 1.88246 -3.98785 0.04828 0.14
H -1.44263 3.22086 1.92933 0.11
H -0.31615 -3.15686 0.82340 0.13
C -1.40413 0.78294 0.75384 -0.25
C 0.38454 -2.40538 0.44340 0.01
O -3.33662 0.11576 -1.72206 -0.32
O -0.95055 -0.45097 -2.11225 -0.34
C 1.54545 -2.92781 0.03718 -0.07
```



[10]
Formula: C7H9N4O2
Source: OMol25
Level of theory: the ωB97M-V functional and the def2-TZVPD basis

Output
LUMO ... -3.6179 eV
Gap between HOMO and LUMO ... 7.93 eV
Total charge ... +1

Geometry as XYZ:
```
22
Properties=species:S:1:pos:R:3:lowdin_charge:R:1
C -0.30715 0.27006 -1.67359 -0.16
H 1.55788 -1.31615 -3.00894 0.14
N -2.35999 2.16176 -0.35169 0.08
H 1.78640 0.75611 -1.55813 0.18
C 0.37072 0.60023 1.24297 -0.33
N -0.80194 1.21569 0.94901 0.13
H -3.91942 3.40848 -0.99663 0.13
N 0.59856 0.34761 2.56221 0.19
C 1.01978 -0.00538 -1.21542 -0.25
C -3.13365 2.72139 -1.34626 -0.13
C -1.27020 1.57375 -0.28245 -0.16
H 0.79029 -2.11891 -1.69787 0.08
N 1.13793 -0.02240 0.33078 0.14
O -2.89149 2.58000 -3.77721 0.26
H -1.21006 1.68943 1.75666 0.17
O -1.00795 -0.06738 -2.56193 0.18
C -2.99263 2.61605 -2.65109 -0.15
H 1.90889 -0.60390 0.72058 0.17
H 0.45626 0.94065 3.41790 0.17
H 2.52953 -1.73287 -1.34819 0.11
C 1.56582 -1.35654 -1.82667 -0.03
H 1.40803 -0.16177 2.68442 0.08
```



[11]
Formula: C7H9N5
Source: OMol25
Level of theory: the ωB97M-V functional and the def2-TZVPD basis

Output
LUMO ... 0.0269 eV
Gap between HOMO and LUMO ... 7.29 eV
SMILES ... C/N=c1\n(C)nc2cccnn12
Total charge ... 0

Geometry as XYZ:
```
21
Properties=species:S:1:pos:R:3:lowdin_charge:R:1
H -3.25565 2.35679 2.25109 0.11
H 0.84112 -1.24723 -2.10527 0.12
N 0.86440 1.46842 -0.57071 0.03
H 1.62638 1.03914 -2.36595 0.05
N -1.61844 1.68262 1.39902 0.11
N 0.21948 -0.79666 -0.10812 -0.12
H 2.35179 2.34631 -1.46444 0.07
C 1.09484 -1.52825 -1.03832 0.01
C -3.14377 0.15941 2.47134 -0.05
H 0.94721 -2.48268 -0.69327 0.05
C -1.41139 -0.60080 1.19994 -0.31
C -2.69765 1.44265 2.09388 -0.14
C -2.44083 -0.93180 2.06224 0.01
H -4.13956 0.02397 2.96399 0.12
C 0.17969 0.54884 -0.02409 -0.33
C 2.04953 1.30058 -1.42962 -0.14
H -2.71045 -1.93203 2.12539 0.10
N -0.95072 0.68928 0.86927 0.05
H 2.06427 -1.27916 -0.68925 0.06
N -0.72169 -1.50396 0.60648 0.14
H 2.83514 0.54047 -1.23654 0.07
```



[12]
Formula: C7H9N5O2PtS2
Source: OMol25
Level of theory: the ωB97M-V functional and the def2-TZVPD basis

Output
LUMO ... -0.6510 eV
Gap between HOMO and LUMO ... 6.22 eV
Total charge ... 0

Geometry as XYZ:
```
26
Properties=species:S:1:pos:R:3:lowdin_charge:R:1
H -1.85138 2.32977 3.45712 0.10
N 3.61301 -1.36207 -0.70330 -0.42
H -3.35682 4.19238 2.83554 0.10
H -3.55608 4.88939 0.47488 0.10
H 3.66189 -3.72967 -1.44249 0.09
O 4.46303 -2.18731 -1.03011 0.03
C 1.85909 -2.92879 -1.04633 -0.38
N 2.24614 -1.70086 -0.69590 0.03
C -2.78973 3.67747 2.07058 -0.11
O 3.86399 -0.23672 -0.37213 0.07
H -1.06629 -2.13276 -1.45052 0.10
C -2.17397 3.42111 -0.24056 -0.12
C -1.33070 2.36982 0.11050 -0.71
H 0.30238 -4.20266 -1.31764 0.15
N 0.54240 -3.26200 -1.04356 -0.03
H -0.93801 -2.63457 0.15743 0.10
H 2.29432 -4.81503 -1.66829 0.12
N 2.67090 -3.91802 -1.41993 0.19
S -0.40075 1.50859 -1.09054 0.52
Pt 0.87520 0.04839 -0.03680 0.40
C -2.90185 4.06957 0.74269 -0.11
C -1.21892 1.97876 1.43450 -0.71
N -0.45191 -2.38525 -0.69089 0.01
H -2.25084 3.72733 -1.27684 0.10
S -0.15584 0.64815 1.82022 0.52
C -1.94925 2.63498 2.42235 -0.12
```



Energy relative to the best compared isomer or geometry (same formula, charge and spin) / kcal/mol: 44.74; 94.60; 9.53; 35.68; 111.14; 189.82; 33.42; 91.82; 51.33; 89.21; 83.25; 0.00